Below is a molecular structure, C34H36CoNO6PS2Se, with properties calculated with wB97M-V/def2-TZVPD.

Atoms and positions in Å:
Co: 0.3184 0.1948 -0.7953
S: -0.0987 2.3817 -0.6751
C: -1.7517 2.5046 -1.2516
C: -2.3605 3.7528 -1.3420
C: -3.6580 3.8769 -1.8119
C: -4.3636 2.7453 -2.2029
C: -3.7619 1.4994 -2.1186
C: -2.4621 1.3716 -1.6414
S: -1.7297 -0.2247 -1.5149
H: -1.7921 4.6311 -1.0591
H: -4.1122 4.8576 -1.8873
H: -5.3733 2.8334 -2.5855
H: -4.2949 0.6093 -2.4337
C: 2.9282 -1.9026 -3.7431
C: 1.7081 -2.6328 -3.2000
C: 0.3834 -2.2444 -3.8424
C: 1.6582 -2.6912 -1.6478
C: 1.3830 -4.1464 -1.2507
O: 0.3634 -4.0859 -0.2599
C: -0.0209 -2.7981 -0.1516
N: 0.6229 -1.9307 -0.8444
C: -1.1044 -2.7013 0.8744
C: -1.7603 -3.9002 1.1880
C: -2.6932 -3.9664 2.2035
C: -2.9646 -2.8370 2.9614
C: -2.3313 -1.6502 2.6509
C: -1.4331 -1.5534 1.5872
P: -0.6496 0.0668 1.2600
C: 0.4658 0.0422 2.7289
C: 0.3143 0.7764 3.8990
C: 1.2169 0.6297 4.9474
C: 2.2708 -0.2614 4.8448
C: 2.4156 -1.0216 3.6899
C: 1.5225 -0.8687 2.6453
C: -1.9989 1.2287 1.6604
C: -3.3191 0.9082 1.3609
C: -4.3346 1.8312 1.5650
C: -4.0441 3.0857 2.0741
C: -2.7294 3.4204 2.3670
C: -1.7143 2.5042 2.1495
H: 3.0169 -2.0828 -4.8153
H: 3.8373 -2.2820 -3.2602
H: 2.8608 -0.8288 -3.6238
H: 1.8836 -3.6839 -3.4672
H: 0.1793 -1.1875 -3.7117
H: -0.4511 -2.8101 -3.4138
H: 0.4196 -2.4518 -4.9131
H: 2.6259 -2.3733 -1.2613
H: 2.2483 -4.6549 -0.8253
H: 0.9968 -4.7293 -2.0867
H: -1.5296 -4.7905 0.6266
H: -3.1892 -4.9050 2.4141
H: -3.6659 -2.8780 3.7851
H: -2.5454 -0.7650 3.2355
H: -0.5190 1.4527 4.0191
H: 1.0846 1.2147 5.8491
H: 2.9738 -0.3708 5.6610
H: 3.2316 -1.7279 3.6005
H: 1.6552 -1.4490 1.7403
H: -3.5545 -0.0523 0.9223
H: -5.3495 1.5748 1.2904
H: -4.8341 3.8135 2.2105
H: -2.4851 4.4112 2.7285
H: -0.6900 2.8080 2.3091
C: 4.4098 1.2234 -0.5833
C: 3.5291 2.3953 -0.1547
C: 2.6053 1.7120 0.8284
O: 2.2751 0.4590 0.1875
C: 3.4324 0.0472 -0.5884
H: 5.2090 1.0611 0.1462
H: 4.8548 1.3703 -1.5662
H: 2.9562 2.7698 -1.0074
H: 4.0948 3.2108 0.2982
H: 1.6813 2.2489 1.0231
H: 3.0996 1.4896 1.7832
H: 3.0767 -0.1611 -1.5890
H: 3.8473 -0.8538 -0.1236
O: -0.3742 1.9519 -3.9126
Se: 1.1794 1.5661 -3.6790
O: 2.1303 2.7779 -3.1623
O: 1.2335 0.3875 -2.3926
O: 1.8440 0.7568 -4.9197

For the HOMO-LUMO gap, the calculation gives 6.002 eV. The relative energy (zero: lowest compared OMol25 entry of this formula, charge and spin) comes out at 0.013 eV. As for the total charge: -1. The calculation puts the HOMO energy at -4.0 eV. As for the maximum force: 0.6 eV/Å.

Below is a molecular structure, C26H25Cl2FeN3O2SSe2SiTe2, with properties calculated with wB97M-V/def2-TZVPD.

Atoms and positions in Å:
Fe: -1.5374 1.3745 -1.8097
Se: -1.4718 -0.9262 -2.9767
Te: -3.6440 0.1299 -2.8558
Te: -3.6408 2.9741 -1.1851
Se: -1.2829 3.4932 -0.6021
C: 1.9199 1.5740 -3.0640
Si: 0.9827 1.2791 -1.4773
C: 1.3543 -0.4530 -0.8768
C: 1.6147 2.4736 -0.1779
C: 1.4997 2.1703 1.1827
C: 1.9803 3.0472 2.1437
C: 2.5769 4.2433 1.7646
C: 2.6922 4.5609 0.4188
C: 2.2142 3.6814 -0.5437
H: 2.9547 1.2793 -2.8526
H: 1.9258 2.6095 -3.4000
H: 1.5333 0.9631 -3.8793
H: 2.4213 -0.4675 -0.6263
H: 1.1676 -1.2027 -1.6459
H: 0.7852 -0.7028 0.0167
H: 0.9988 1.2589 1.4942
H: 1.8762 2.8012 3.1935
H: 2.9453 4.9298 2.5176
H: 3.1507 5.4950 0.1168
H: 2.3025 3.9488 -1.5917
Cl: 1.6518 -2.6819 2.3410
C: 0.9415 -3.5825 3.6356
C: 1.7639 -4.2851 4.5009
C: 1.1981 -5.0498 5.5079
C: -0.1782 -5.1142 5.6458
C: -0.9823 -4.3906 4.7797
Cl: -2.7026 -4.4923 4.9587
C: -0.4511 -3.5948 3.7634
N: -1.2904 -2.8461 2.9193
C: -1.7780 -3.4426 1.7427
C: -1.5652 -4.7891 1.4552
C: -2.0723 -5.3524 0.2928
C: -2.7970 -4.5807 -0.5983
C: -3.0176 -3.2406 -0.3050
C: -2.5279 -2.6535 0.8522
C: -2.8239 -1.2025 1.1538
C: -1.5911 -0.3114 0.9702
O: -0.6960 -0.3367 1.8246
O: -1.5545 0.3853 -0.0903
H: 2.8358 -4.2368 4.3694
H: 1.8338 -5.6048 6.1852
H: -0.6369 -5.7129 6.4200
H: -0.9647 -1.8839 2.7497
H: -0.9891 -5.3985 2.1405
H: -1.8887 -6.3999 0.0866
H: -3.1881 -5.0090 -1.5121
H: -3.5880 -2.6259 -0.9910
H: -3.1558 -1.1059 2.1910
H: -3.6135 -0.8482 0.4931
S: -1.2667 2.0343 -4.1796
C: -0.2194 3.3936 -4.5663
N: -0.1184 4.3990 -3.6384
C: 0.7871 5.4468 -3.8239
C: 1.4684 5.4823 -5.0141
C: 1.2529 4.4823 -5.9508
N: 0.4126 3.4045 -5.6944
H: -0.6038 4.2851 -2.7543
H: 0.8745 6.1649 -3.0245
H: 2.1651 6.2860 -5.2136
H: 1.7568 4.4735 -6.9066

Its multiplicity is 6. For the HOMO-LUMO gap (spin up / spin down), the calculation gives 3.758 / 5.130 eV. The relative energy (zero: lowest compared OMol25 entry of this formula, charge and spin) comes out at 3.127 eV. As for the total charge: -1. The calculation puts the HOMO energy (spin up / spin down) at -2.9 / -4.8 eV. As for the maximum force: 0.2 eV/Å.

Below is 2 unconnected molecules or ions with the total composition C7H6NO3S2 at a distorted geometry, with properties calculated with wB97M-V/def2-TZVPD.

Atoms and positions in Å:
C: -2.0299 2.3602 -1.1736
C: -2.5776 1.2885 -0.5419
C: -0.6511 2.6191 -0.9636
C: -1.7910 0.2251 -0.1506
C: 0.0777 1.8291 -0.1183
C: -0.4398 0.5398 0.1080
C: 0.3380 -0.5242 0.6446
N: 3.0984 -0.6342 -0.1825
O: 0.2400 -1.5540 1.1825
O: 3.4971 -1.7400 -0.3096
O: 2.0008 -0.1966 0.1628
S: 1.5053 -4.8661 1.2425
S: 3.0965 -4.0119 0.5935
H: -2.6387 3.1272 -1.6358
H: -3.6153 1.1856 -0.7938
H: -0.2828 3.5294 -1.3527
H: -2.1469 -0.6801 0.3083
H: 1.0354 2.0299 0.3034
H: 1.2838 -4.5268 2.6768

For the HOMO-LUMO gap (spin up / spin down), the calculation gives 7.458 / 5.393 eV. The relative energy (zero: lowest compared OMol25 entry of this formula, charge and spin) comes out at 0.783 eV. As for the total charge: +1. The calculation puts the HOMO energy (spin up / spin down) at -13.6 / -12.4 eV. As for the maximum force: 3.1 eV/Å.